<P>
# C2H5N5

The molecule C2H5N5 (ωB97M-V/def2-TZVPD, the OMol25 dataset).

The gap between HOMO and LUMO comes out at 9.24 eV. Its structure (SMILES) is Nc1nncn1N.

XYZ file:
```
12
Properties=species:S:1:pos:R:3:mulliken_charge:R:1
C 0.13 0.74 -0.12 0.352
C -1.06 -1.11 -0.08 -0.177
H 2.00 1.09 -0.43 0.272
H 1.14 2.51 -0.18 0.311
H -1.31 -2.12 -0.02 0.468
H 1.49 -1.85 1.01 0.252
H 1.97 -1.75 -0.71 0.260
N 1.24 1.48 0.13 -0.483
N -1.11 1.13 0.05 -0.459
N -1.85 -0.08 0.12 -0.384
N 0.24 -0.68 -0.22 0.184
N 1.53 -1.23 0.15 -0.596
```

=====

<Q>
# C2H5N5

The molecule C2H5N5 (ωB97M-V/def2-TZVPD, the OMol25 dataset).

The gap between HOMO and LUMO (alpha / beta) comes out at 6.99 / 9.32 eV.

XYZ file:
```
12
Properties=species:S:1:pos:R:3:mulliken_charge:R:1
C 1.41 0.71 0.48 -0.150
N 1.13 1.18 -0.82 -0.505
N -1.44 -1.55 0.24 -0.722
N -0.61 -0.44 0.17 0.918
N 0.65 -0.57 0.34 -0.806
C -1.23 0.75 -0.16 0.364
N -2.10 1.46 -0.42 -0.407
H 1.72 0.72 -1.50 0.209
H -2.07 -1.60 -0.56 0.239
H -0.86 -2.39 0.25 0.305
H 2.43 0.40 0.73 0.281
H 0.97 1.33 1.27 0.273
```

=====

Last place for stability: <Q>

=====

<P>
# C6H16O

A cluster of 2 separate species, C6H16O in total (ωB97M-V/def2-TZVPD, the OMol25 dataset).

The gap between HOMO and LUMO comes out at 11.76 eV. Its structure (SMILES) is CCCC(C)C.O.

XYZ file:
```
23
Properties=species:S:1:pos:R:3:mulliken_charge:R:1
C -2.51 0.59 0.35 -1.262
C -1.39 -0.45 0.03 -0.427
C -0.10 0.10 0.70 -1.445
C 0.70 1.07 -0.18 1.128
C 1.79 1.77 0.65 -1.597
C 1.34 0.33 -1.40 -1.056
H -3.20 0.20 1.10 0.338
H -2.08 1.49 0.78 0.349
H -3.00 0.95 -0.55 0.316
H -1.28 -0.52 -1.05 0.300
H -1.64 -1.39 0.50 0.341
H 0.58 -0.68 1.05 0.460
H -0.42 0.63 1.60 0.478
H -0.02 1.80 -0.58 0.303
H 1.40 2.70 1.07 0.328
H 2.66 2.03 0.05 0.451
H 2.05 1.11 1.47 0.353
H 1.06 -0.72 -1.32 0.043
H 0.89 0.69 -2.32 0.252
H 2.42 0.39 -1.38 0.429
H 0.24 -2.26 -0.69 0.271
H 0.97 -3.36 0.15 0.327
O 0.12 -2.95 -0.03 -0.677
```

=====

<Q>
# C6H16O

A cluster of 2 separate species, C6H16O in total (ωB97M-V/def2-TZVPD, the OMol25 dataset).

The gap between HOMO and LUMO comes out at 11.11 eV. Its structure (SMILES) is CC(C)O.CCC.

XYZ file:
```
23
Properties=species:S:1:pos:R:3:mulliken_charge:R:1
C -0.74 0.21 2.55 -0.266
C 0.59 0.72 2.11 -0.656
C -1.51 -0.98 1.96 -0.673
H -0.60 -0.22 3.62 0.170
H -1.39 1.17 2.72 0.297
H 0.99 0.21 1.15 -0.008
H -1.27 -1.11 0.91 -0.095
H -1.06 -1.99 2.45 0.270
H -2.48 -0.81 1.85 0.392
H 0.46 1.74 1.82 0.282
H 1.40 0.66 2.77 0.427
C 0.72 -0.33 -2.17 0.406
C 1.42 0.56 -1.18 -1.063
C -0.81 -0.48 -2.21 -0.969
O 1.09 0.03 -3.53 -0.570
H 1.19 -1.30 -2.04 0.265
H 1.26 0.06 -0.12 -0.039
H -1.18 -1.27 -1.50 0.202
H -1.23 0.54 -1.70 0.223
H -1.19 -0.67 -3.26 0.322
H 0.85 0.92 -3.63 0.310
H 1.01 1.54 -1.16 0.432
H 2.48 0.79 -1.43 0.340
```

=====

<R>
# C6H16O

A cluster of 2 separate species, C6H16O in total (ωB97M-V/def2-TZVPD, the OMol25 dataset).

The gap between HOMO and LUMO comes out at 11.59 eV. Its structure (SMILES) is CCCCCC.O.

XYZ file:
```
23
Properties=species:S:1:pos:R:3:mulliken_charge:R:1
C 1.79 0.47 -0.59 -1.144
C 0.86 1.35 0.26 -0.444
C -0.09 0.60 1.17 -0.649
C -0.84 -0.57 0.54 -0.567
C -1.68 -0.18 -0.67 -0.328
C -2.78 0.87 -0.41 -1.275
H 2.48 -0.06 0.07 0.215
H 2.45 1.02 -1.26 0.393
H 1.24 -0.30 -1.11 0.295
H 0.37 2.06 -0.37 0.278
H 1.53 1.98 0.86 0.378
H -0.86 1.29 1.48 0.301
H 0.42 0.27 2.06 0.386
H -0.12 -1.28 0.12 0.186
H -1.42 -1.07 1.30 0.398
H -2.15 -1.04 -1.14 0.430
H -1.06 0.24 -1.47 0.173
H -3.52 0.54 0.32 0.304
H -2.35 1.80 -0.03 0.289
H -3.26 1.13 -1.35 0.383
H 2.69 -3.60 0.55 0.315
H 3.49 -2.43 -0.07 0.321
O 2.81 -3.09 -0.26 -0.638
```

=====

Last place for stability: <Q>

=====

<P>
# C11H16ClNO2

The molecule C11H16ClNO2 (ωB97M-V/def2-TZVPD, the OMol25 dataset).

The gap between HOMO and LUMO comes out at 8.29 eV.

XYZ file:
```
31
Properties=species:S:1:pos:R:3:mulliken_charge:R:1
C 1.53 -0.54 1.42 -0.825
C 2.02 0.64 -0.55 1.497
C 2.60 -0.07 -1.53 -1.106
C 0.46 -1.38 0.83 0.222
C 1.43 1.95 -0.89 -1.047
C -0.62 -0.55 0.09 0.660
C -1.10 0.68 0.35 1.438
C -2.10 1.40 -0.40 -2.146
C -0.66 1.39 1.59 -1.875
C -0.27 -2.15 1.93 -0.774
C -1.08 -1.30 -1.19 -1.093
N 2.15 0.37 0.80 -0.555
O 0.83 2.05 -2.04 -0.237
O -0.96 -0.55 -2.34 -0.548
Cl -1.57 -3.19 1.33 -0.189
H 1.73 -0.57 2.47 0.475
H 3.25 -0.87 -1.19 0.322
H 2.49 0.20 -2.58 0.307
H 0.93 -2.11 0.10 0.466
H -1.99 2.46 -0.24 0.468
H -3.08 1.18 0.00 0.345
H -2.04 1.17 -1.38 0.591
H -1.08 2.41 1.56 0.384
H 0.33 1.72 1.37 0.528
H -0.71 0.95 2.48 0.413
H -0.82 -1.41 2.57 0.187
H 0.36 -2.70 2.54 0.569
H -2.13 -1.49 -1.12 0.377
H -0.56 -2.31 -1.16 0.363
H 0.75 2.98 -2.29 0.463
H -0.08 -0.36 -2.57 0.320
```

=====

<Q>
# C11H16ClNO2

The molecule C11H16ClNO2 (ωB97M-V/def2-TZVPD, the OMol25 dataset).

The gap between HOMO and LUMO comes out at 9.08 eV. Its structure (SMILES) is CC1=C(O)C(C)(C)C(CO)=C(CCl)C=N1.

XYZ file:
```
31
Properties=species:S:1:pos:R:3:mulliken_charge:R:1
C -0.22 -0.21 -2.09 -0.909
C -0.37 -1.21 -1.06 0.529
C 0.87 1.39 -0.80 0.925
C -0.33 -0.86 0.28 0.335
C 0.34 1.20 0.45 -0.274
C -0.99 0.51 0.67 2.213
C 2.11 2.30 -0.92 -1.555
C -2.30 1.06 -0.03 -1.680
C -1.39 0.52 2.17 -1.597
C -0.19 -2.60 -1.51 -1.354
C 0.35 -1.74 1.32 -0.819
N 0.39 0.91 -1.99 -0.526
O 1.05 1.74 1.54 -0.593
O 1.61 -2.34 0.93 -0.540
Cl 1.43 -2.95 -2.33 -0.211
H -0.40 -0.49 -3.09 0.503
H 2.00 3.30 -0.59 0.418
H 2.37 2.57 -1.98 0.361
H 2.98 1.96 -0.27 0.356
H -2.59 2.12 0.23 0.414
H -3.12 0.45 0.22 0.460
H -2.24 1.00 -1.16 0.281
H -2.05 -0.35 2.51 0.299
H -2.00 1.42 2.26 0.515
H -0.61 0.64 3.02 0.312
H -0.91 -2.83 -2.23 0.582
H -0.18 -3.33 -0.67 0.331
H -0.17 -2.56 1.76 0.385
H 0.76 -1.04 2.18 0.225
H 1.98 1.69 1.31 0.277
H 1.83 -2.30 -0.09 0.335
```

=====

Last place for stability: <P>